Entry 1:
Below is 2 unconnected molecules or ions with the total composition C13H19N at a distorted geometry, with properties calculated with ωB97M-V/def2-TZVPD.

Element x y z (Å)
C (-3.676, -1.697, 0.024)
C (-3.077, -0.299, 0.158)
C (-3.525, 0.799, -0.476)
N (-2.635, 1.849, -0.288)
C (-1.536, 1.343, 0.402)
C (-0.318, 2.016, 0.647)
C (0.358, 1.363, 1.670)
C (0.026, 0.173, 2.294)
C (-1.079, -0.527, 1.887)
C (-1.867, 0.034, 0.882)
H (-4.716, -1.522, -0.266)
H (-3.534, -2.131, 1.004)
H (-3.130, -2.243, -0.734)
H (-4.249, 0.955, -1.281)
H (-2.754, 2.817, -0.513)
H (-0.071, 2.970, 0.210)
H (1.145, 1.955, 2.136)
H (0.815, -0.149, 3.005)
H (-1.244, -1.529, 2.331)
C (4.933, -1.669, -1.393)
C (3.501, -1.168, -1.838)
C (2.564, -1.485, -0.667)
C (3.629, 0.367, -1.977)
H (5.212, -1.062, -0.518)
H (5.628, -1.362, -2.177)
H (5.002, -2.749, -1.325)
H (3.199, -1.580, -2.831)
H (2.220, -2.543, -0.720)
H (3.142, -1.486, 0.280)
H (1.602, -0.979, -0.452)
H (3.078, 0.649, -2.876)
H (3.400, 0.820, -1.014)
H (4.671, 0.659, -2.133)

Calculated values
LUMO energy, eV: 0.940
Total charge: 0
HOMO energy, eV: -7.84
Gap between HOMO and LUMO, eV: 8.8
SMILES: Cc1c[nH]c2ccccc12.CC(C)C

---

Entry 2:
Below is a gas-phase ion, C6H13N2O (charge +1) at a distorted geometry, with properties calculated with ωB97M-V/def2-TZVPD.

Element x y z (Å)
C (1.087, -1.502, 0.446)
C (2.305, -1.333, -0.052)
C (1.329, 0.820, -0.262)
C (-1.653, 1.134, -0.070)
C (-1.921, -1.371, 0.000)
C (-1.020, -0.173, -0.402)
N (1.569, 1.976, 0.424)
N (0.313, -0.211, 0.399)
O (2.602, -0.108, -0.373)
H (0.694, -2.536, 0.838)
H (3.168, -2.082, -0.230)
H (1.157, 1.086, -1.316)
H (-2.494, 1.330, -0.761)
H (-2.270, 1.134, 0.793)
H (-0.995, 1.896, -0.326)
H (-2.697, -1.342, -0.721)
H (-2.306, -1.116, 1.025)
H (-1.375, -2.338, -0.310)
H (-0.808, -0.164, -1.530)
H (1.850, 2.056, 1.339)
H (1.419, 2.730, -0.204)
H (0.044, 0.111, 1.292)

Calculated values
⟨S²⟩: 2.007
LUMO energy (spin up / spin down), eV: -2.771 / -5.978
Total charge: +1
2S+1: 3
HOMO energy (spin up / spin down), eV: -8.86 / -14.90
Gap between HOMO and LUMO (spin up / spin down), eV: 6.1 / 8.9

---

Among the records above, which one has the lowest total charge? C13H19N